Run w
Entry from the OMol25 dataset: C2H5N3 in the gas phase (the ωB97M-V functional and the def2-TZVPD basis).

Results
structure (SMILES) = [H]/N=C\NN=C
spin multiplicity = 1
HOMO-LUMO gap = 10.12 eV

XYZ file:
```
10
C2H5N3 the ωB97M-V functional and the def2-TZVPD basis
H 0.111 0.164 2.337
N 1.182 -0.296 2.086
C 1.177 -0.705 0.901
N 0.014 -0.609 -0.063
N -0.815 0.545 -0.098
C -1.292 0.878 -1.248
H 2.057 -1.346 0.539
H 0.644 -0.793 -1.101
H -1.915 1.822 -1.215
H -1.163 0.341 -2.137
```

Atom charges from the Löwdin analysis, given in e for atoms 1 to 8:
1 H 0.1361
2 N 0.0283
3 C -0.3479
4 N -0.1064
5 N -0.0773
6 C -0.0614
7 H 0.1158
8 H 0.1891


Run x
Entry from the OMol25 dataset: C2H5N3 in the gas phase (the ωB97M-V functional and the def2-TZVPD basis).

Results
structure (SMILES) = N#CNCN
spin multiplicity = 1
HOMO-LUMO gap = 10.33 eV

XYZ file:
```
10
C2H5N3 the ωB97M-V functional and the def2-TZVPD basis
N 2.850 -0.596 0.188
C 1.924 0.052 0.138
N 0.451 0.869 0.271
C -0.734 0.304 -0.374
N -1.066 -0.993 0.261
H 0.669 1.819 -0.072
H -1.808 0.829 -0.186
H -0.655 0.282 -1.461
H -0.616 -1.855 -0.029
H -1.015 -0.712 1.263
```

Atom charges from the Löwdin analysis, given in e for atoms 1 to 8:
1 N 0.0864
2 C -0.1743
3 N -0.0160
4 C -0.3564
5 N -0.0282
6 H 0.0864
7 H 0.1606
8 H 0.0953


Run y
Entry from the OMol25 dataset: C2H5N3 in the gas phase (the ωB97M-V functional and the def2-TZVPD basis).

Results
structure (SMILES) = C1CNN=N1
spin multiplicity = 1
HOMO-LUMO gap = 9.97 eV

XYZ file:
```
10
C2H5N3 the ωB97M-V functional and the def2-TZVPD basis
C 0.340 -0.978 -0.091
C 0.862 0.413 0.084
N -0.810 1.144 -0.019
N -1.638 0.158 0.083
N -1.136 -0.928 0.165
H 0.409 -1.412 -1.091
H 0.681 -1.825 0.508
H 1.207 0.744 1.060
H 1.346 0.687 -0.879
H -1.259 1.998 0.180
```

Atom charges from the Löwdin analysis, given in e for atoms 1 to 8:
1 C -0.2435
2 C 0.0020
3 N -0.0096
4 N -0.1377
5 N -0.0594
6 H 0.1011
7 H 0.0999
8 H 0.0828


Here is how they stack up, most stable first: run x, run y, run w.


Run w
Entry from the OMol25 dataset: 11 unconnected molecules or ions with the total composition H24NO10 (the ωB97M-V functional and the def2-TZVPD basis).

Results
spin multiplicity = 1
net charge = +1
HOMO-LUMO gap = 10.94 eV

XYZ file:
```
35
H24NO10 the ωB97M-V functional and the def2-TZVPD basis
N 16.526 18.775 13.687
H 17.232 19.315 13.271
H 16.439 17.953 13.199
H 15.629 19.173 13.848
H 16.887 18.710 14.649
O 13.936 21.710 14.375
H 14.568 21.939 13.615
H 13.576 22.486 14.693
O 16.358 21.373 15.591
H 15.479 21.680 15.417
H 16.619 21.016 16.358
O 15.388 18.978 10.970
H 15.707 18.149 10.677
H 14.866 19.451 10.214
O 15.963 21.764 12.464
H 15.405 22.066 11.534
H 16.379 22.426 13.015
O 19.437 19.537 15.648
H 19.906 20.291 15.834
H 19.965 18.933 15.067
O 18.435 16.124 13.561
H 18.005 15.707 13.028
H 19.289 15.587 13.694
O 18.330 21.011 10.913
H 17.352 21.277 11.136
H 18.658 21.752 10.577
O 17.007 16.495 15.721
H 16.368 15.841 15.824
H 17.560 16.207 15.131
O 14.149 17.869 15.383
H 13.281 18.242 15.168
H 14.065 17.223 14.871
O 15.736 16.278 11.437
H 15.806 15.359 11.810
H 15.180 16.438 10.640
```

Atom charges from the Löwdin analysis, given in e for atoms 1 to 8:
1 N 0.3568
2 H 0.1132
3 H 0.0583
4 H 0.1001
5 H 0.1249
6 O -0.0494
7 H 0.0329
8 H 0.0116


Run x
Entry from the OMol25 dataset: 11 unconnected molecules or ions with the total composition H24NO10 (the ωB97M-V functional and the def2-TZVPD basis).

Results
spin multiplicity = 1
net charge = +1
HOMO-LUMO gap = 11.79 eV

XYZ file:
```
35
H24NO10 the ωB97M-V functional and the def2-TZVPD basis
N 4.977 -10.187 -1.219
H 4.580 -10.900 -0.625
H 6.010 -10.240 -1.141
H 4.672 -9.267 -0.892
H 4.564 -10.383 -2.079
O 7.842 -11.832 -1.508
H 8.459 -12.106 -0.847
H 8.273 -12.076 -2.340
O 2.432 -12.714 -1.229
H 1.548 -13.091 -1.077
H 2.698 -12.302 -0.376
O 4.943 -12.249 3.318
H 5.022 -13.189 3.580
H 4.569 -11.779 4.051
O 3.108 -7.517 0.257
H 2.561 -7.787 -0.491
H 2.913 -6.656 0.437
O 2.843 -10.910 -3.323
H 2.382 -11.035 -4.182
H 2.747 -11.667 -2.754
O 1.190 -9.194 -1.334
H 1.249 -9.267 -2.295
H 1.467 -10.040 -1.020
O 6.624 -9.678 0.993
H 6.049 -10.010 1.711
H 7.532 -9.798 1.302
O 1.416 -10.007 1.407
H 1.987 -9.216 1.345
H 0.986 -10.004 2.290
O 3.699 -11.464 1.062
H 2.895 -11.086 1.455
H 4.204 -11.927 1.752
O 5.193 -12.957 -0.961
H 5.961 -12.890 -1.519
H 4.629 -13.585 -1.448
```

Atom charges from the Löwdin analysis, given in e for atoms 1 to 8:
1 N 0.3102
2 H 0.0502
3 H 0.1147
4 H 0.1276
5 H 0.0702
6 O -0.0301
7 H 0.0450
8 H 0.0692


Here is how they stack up, most stable first: run x, run w.


Run w
Entry from the OMol25 dataset: C5H8S3 in the gas phase (the ωB97M-V functional and the def2-TZVPD basis).

Results
structure (SMILES) = C=C(CSC=S)SC
spin multiplicity = 1
HOMO-LUMO gap = 8.48 eV

XYZ file:
```
16
C5H8S3 the ωB97M-V functional and the def2-TZVPD basis
C -0.985 -1.878 -1.404
C -0.761 -0.958 -0.472
C 0.379 0.040 -0.649
S -0.262 1.725 -0.544
C 1.178 2.585 -0.908
S 1.405 4.171 -0.696
S -1.726 -0.837 0.969
C -0.463 -0.537 2.262
H -0.227 -2.086 -2.170
H -1.907 -2.462 -1.361
H 0.881 -0.082 -1.582
H 1.108 -0.145 0.146
H 1.997 1.954 -1.249
H -0.970 -0.637 3.256
H 0.348 -1.344 2.235
H 0.004 0.491 2.167
```

Atom charges from the Löwdin analysis, given in e for atoms 1 to 8:
1 C -0.0161
2 C -0.7465
3 C -0.5028
4 S 0.8768
5 C -1.0944
6 S 0.5961
7 S 0.8383
8 C -0.4010


Run x
Entry from the OMol25 dataset: C5H8S3 in the gas phase (the ωB97M-V functional and the def2-TZVPD basis).

Results
structure (SMILES) = CC1(CS)SC=CS1
spin multiplicity = 1
HOMO-LUMO gap = 8.52 eV

XYZ file:
```
16
C5H8S3 the ωB97M-V functional and the def2-TZVPD basis
C 0.734 2.255 0.223
C 0.198 0.870 0.097
C -1.362 0.939 -0.049
S -2.280 -0.580 -0.236
S 0.951 0.088 -1.456
C 1.209 -1.436 -0.704
C 1.055 -1.619 0.597
S 0.626 -0.185 1.536
H 0.498 2.892 -0.631
H 1.810 2.213 0.331
H 0.349 2.699 1.132
H -1.733 1.386 0.887
H -1.644 1.624 -0.856
H -1.970 -1.227 0.908
H 1.643 -2.244 -1.289
H 1.297 -2.577 1.042
```

Atom charges from the Löwdin analysis, given in e for atoms 1 to 8:
1 C -0.1807
2 C -0.9925
3 C -0.6480
4 S 0.6993
5 S 0.9060
6 C -0.5733
7 C -0.5020
8 S 0.8904


Here is how they stack up, most stable first: run x, run w.


Run w
Entry from the OMol25 dataset: C6H6N2 in the gas phase (the ωB97M-V functional and the def2-TZVPD basis).

Results
structure (SMILES) = C=C1N[C@H]1C=C=C=N
spin multiplicity = 1
HOMO-LUMO gap = 7.96 eV

XYZ file:
```
14
C6H6N2 the ωB97M-V functional and the def2-TZVPD basis
C 1.503 -1.530 0.740
C 1.345 -0.331 0.143
N 1.472 0.350 -1.000
C 1.136 1.163 0.227
C -0.346 1.488 0.388
C -1.287 0.604 0.030
C -2.321 -0.126 -0.264
N -3.425 -0.720 -0.511
H 1.427 -1.561 1.770
H 1.561 -2.321 0.037
H 1.098 0.274 -2.021
H 1.846 1.915 0.478
H -0.740 2.404 0.771
H -3.268 -1.609 -0.788
```

Atom charges from the Löwdin analysis, given in e for atoms 1 to 8:
1 C 0.0575
2 C -0.3638
3 N 0.0722
4 C -0.1501
5 C -0.0262
6 C -0.0341
7 C -0.1413
8 N 0.1298


Run x
Entry from the OMol25 dataset: C6H6N2 in the gas phase (the ωB97M-V functional and the def2-TZVPD basis).

Results
structure (SMILES) = [H]/N=C(\C=C)C(=C)C#N
spin multiplicity = 1
HOMO-LUMO gap = 8.88 eV

XYZ file:
```
14
C6H6N2 the ωB97M-V functional and the def2-TZVPD basis
H -1.076 1.456 2.208
N -1.377 0.685 1.607
C -0.717 0.468 0.579
C 0.782 0.959 0.292
C 1.266 1.350 -0.884
C -0.453 -0.787 -0.137
C -0.179 -1.971 0.476
C -0.872 -0.794 -1.501
N -1.281 -0.768 -2.573
H 1.204 1.362 1.206
H 0.984 0.894 -1.818
H 2.075 2.067 -0.948
H -0.024 -2.021 1.541
H -0.331 -2.900 -0.047
```

Atom charges from the Löwdin analysis, given in e for atoms 1 to 8:
1 H 0.0743
2 N 0.1850
3 C -0.3159
4 C -0.1008
5 C 0.0311
6 C -0.3194
7 C 0.1173
8 C -0.2090


Here is how they stack up, most stable first: run x, run w.


Run w
Entry from the OMol25 dataset: C6H6N2 in the gas phase (the ωB97M-V functional and the def2-TZVPD basis).

Results
structure (SMILES) = N#C[C@]12CC=C[C@H]1N2
spin multiplicity = 1
HOMO-LUMO gap = 9.57 eV

XYZ file:
```
14
C6H6N2 the ωB97M-V functional and the def2-TZVPD basis
N 2.871 -0.277 -1.123
C 1.900 -0.343 -0.411
C 0.688 -0.303 0.340
C -0.385 -1.309 0.259
C -1.646 -0.382 -0.128
C -1.296 0.836 -0.688
C 0.002 1.015 -0.055
N 0.439 0.599 1.365
H -0.334 -1.942 1.266
H -0.059 -1.860 -0.608
H -2.763 -0.655 -0.018
H -1.745 1.738 -1.282
H 1.066 1.513 -0.449
H 1.262 1.370 1.530
```

Atom charges from the Löwdin analysis, given in e for atoms 1 to 8:
1 N 0.1460
2 C -0.1578
3 C -0.5736
4 C -0.0865
5 C -0.0329
6 C -0.0398
7 C -0.2393
8 N 0.0979


Run x
Entry from the OMol25 dataset: C6H6N2 in the gas phase (the ωB97M-V functional and the def2-TZVPD basis).

Results
structure (SMILES) = C#C[C@H]1C=CC=NN1
spin multiplicity = 1
HOMO-LUMO gap = 9.37 eV

XYZ file:
```
14
C6H6N2 the ωB97M-V functional and the def2-TZVPD basis
C 2.924 -0.108 -0.423
C 1.821 -0.224 0.134
C 0.493 -0.292 0.709
C -0.005 1.067 0.022
C -1.321 1.186 0.077
C -2.183 -0.119 -0.084
N -1.615 -1.318 -0.220
N -0.225 -1.393 -0.055
H 3.975 -0.261 -0.819
H 0.685 -0.200 1.813
H 0.644 1.899 -0.199
H -1.826 2.103 -0.592
H -3.281 0.018 -0.562
H -0.086 -2.358 0.200
```

Atom charges from the Löwdin analysis, given in e for atoms 1 to 8:
1 C 0.1061
2 C -0.1797
3 C -0.2721
4 C -0.0814
5 C -0.1020
6 C -0.1518
7 N -0.0137
8 N -0.0155


Here is how they stack up, most stable first: run w, run x.


Run w
Entry from the OMol25 dataset: a molecular structure, C6H10NO6P (the ωB97M-V functional and the def2-TZVPD basis).

Results
spin multiplicity = 1
HOMO-LUMO gap = 8.12 eV

XYZ file:
```
24
C6H10NO6P the ωB97M-V functional and the def2-TZVPD basis
C -0.476 1.602 -1.261
C -1.327 1.923 -2.462
C 2.317 -0.859 1.416
C -0.042 0.096 -0.900
C 1.164 0.299 1.417
C -0.122 -0.066 0.652
N -2.430 1.309 -2.562
O -0.121 2.423 -0.413
O -3.801 -0.805 -2.148
O 1.941 -2.207 1.596
O -0.852 -0.816 -1.573
O 1.804 1.404 0.930
O -0.605 -1.414 0.964
P -2.975 0.066 -1.340
H 2.666 -0.890 0.477
H 3.119 -0.496 2.157
H 1.025 -0.173 -1.233
H 0.919 0.459 2.540
H -1.038 0.503 1.039
H -3.067 1.519 -3.245
H 1.712 -2.420 2.600
H -0.956 -1.476 -0.796
H 1.144 2.135 0.899
H 0.001 -2.114 1.249
```

Atom charges from the Löwdin analysis, given in e for atoms 1 to 8:
1 C -0.3403
2 C -0.0141
3 C -0.1688
4 C -0.2728
5 C -0.3309
6 C -0.2402
7 N -0.1309
8 O 0.0214


Run x
Entry from the OMol25 dataset: C6H10NO6P in the gas phase (the ωB97M-V functional and the def2-TZVPD basis).

Results
structure (SMILES) = O=C=C(NP=O)[C@H](O)[C@@H](O)[C@H](O)CO
spin multiplicity = 1
HOMO-LUMO gap (alpha / beta) = 7.79 / 7.79 eV

XYZ file:
```
24
C6H10NO6P the ωB97M-V functional and the def2-TZVPD basis
O -2.892 -2.092 1.340
C -2.430 -1.361 0.602
C -1.898 -0.478 -0.240
N -2.621 0.547 -0.807
P -4.186 1.282 -0.506
O -4.013 2.542 -1.212
C -0.427 -0.694 -0.574
O -0.083 -1.969 -1.094
C 0.509 -0.616 0.676
O 0.591 -1.863 1.276
C 1.923 -0.157 0.215
O 2.868 -0.569 1.186
C 2.093 1.356 0.180
O 1.013 2.092 -0.443
H -1.972 1.277 -1.358
H 0.026 0.159 -1.246
H -0.385 -2.089 -1.993
H 0.161 -0.020 1.452
H 0.835 -2.565 0.623
H 2.092 -0.783 -0.722
H 2.290 -0.597 1.923
H 2.300 1.904 1.145
H 3.041 1.683 -0.260
H 1.167 3.012 -0.165
```

Atom charges from the Löwdin analysis, given in e for atoms 1 to 8:
1 O 0.2251
2 C -0.1399
3 C -0.3082
4 N -0.2023
5 P 0.7973
6 O -0.5179
7 C -0.2510
8 O -0.0156


Here is how they stack up, most stable first: run x, run w.